No. 1
A cluster of 4 separate species, C24H36BN6O3S in total. Source: OMol25; level of theory: ωB97M-V/def2-TZVPD.

Last column: Löwdin charge in e.
Atoms and positions in Å:
C 4.451 -1.464 -1.215  -0.08
C 4.141 -0.619 -2.480  -0.19
C 3.730 0.815 -2.105  -0.20
O 2.305 0.877 -2.044  -0.14
C 1.788 2.096 -2.523  -0.20
C 0.299 1.944 -2.619  -0.13
C -0.474 2.020 -1.460  -0.40
S 0.259 2.298 0.137  0.89
C -1.880 1.859 -1.508  -0.21
N -2.693 1.896 -0.421  0.13
C -3.057 0.750 0.094  -0.30
C -2.143 -0.035 0.982  -0.01
C -4.384 0.149 -0.195  0.00
C -2.462 1.669 -2.790  -0.20
O -3.808 1.542 -2.934  0.08
C -1.649 1.599 -3.889  0.07
N -0.305 1.710 -3.805  0.14
B 0.489 1.554 -5.093  -0.59
N -0.117 2.014 -6.313  0.20
O 1.720 0.994 -5.122  0.20
H 4.292 -0.892 -0.307  0.07
H 5.471 -1.830 -1.250  0.07
H 3.776 -2.315 -1.178  0.06
H 3.262 -1.055 -2.949  0.10
H 4.967 -0.600 -3.180  0.11
H 4.192 1.124 -1.169  0.13
H 4.115 1.483 -2.879  0.12
H 1.974 2.869 -1.774  0.11
H 2.272 2.431 -3.436  0.13
H 0.356 3.638 0.218  -0.12
H -1.276 -0.314 0.379  0.08
H -1.856 0.534 1.859  0.10
H -2.631 -0.965 1.250  0.08
H -4.643 -0.600 0.546  0.09
H -4.259 -0.369 -1.151  0.11
H -5.151 0.901 -0.333  0.10
H -4.147 2.328 -3.375  0.14
H -2.098 1.445 -4.855  0.14
H -0.859 1.389 -6.612  0.09
H 0.578 1.924 -7.048  0.10
H 1.880 0.340 -4.430  0.11
N -0.078 7.073 0.331  -0.01
C 0.420 8.254 0.813  -0.14
C -0.097 8.449 2.063  -0.10
C -0.939 7.341 2.353  -0.11
C -0.906 6.509 1.268  -0.16
H 0.131 6.685 -0.569  0.13
H 1.096 8.852 0.225  0.11
H 0.104 9.292 2.702  0.09
H -1.504 7.177 3.255  0.09
H -1.399 5.569 1.082  0.09
N -0.306 -3.678 0.499  0.00
C -1.294 -4.449 1.053  -0.13
C -1.103 -4.467 2.407  -0.12
C 0.044 -3.672 2.684  -0.12
C 0.511 -3.198 1.488  -0.14
H -0.198 -3.495 -0.481  0.14
H -2.043 -4.917 0.438  0.11
H -1.717 -4.992 3.120  0.09
H 0.477 -3.470 3.651  0.10
H 1.350 -2.564 1.256  0.10
N 0.145 -6.353 4.915  0.01
C -0.652 -6.297 6.027  -0.15
C -0.423 -7.426 6.766  -0.11
C 0.555 -8.192 6.075  -0.11
C 0.886 -7.502 4.940  -0.14
H 0.180 -5.657 4.193  0.08
H -1.312 -5.463 6.195  0.10
H -0.901 -7.677 7.698  0.09
H 0.968 -9.139 6.378  0.09
H 1.582 -7.729 4.151  0.10

Calculated values
* multiplicity: 1
* charge: +1
* LUMO energy: -3.9033 eV
* HOMO energy: -9.4 eV

***

No. 2
A structure of composition C14H35N3O11V. Source: OMol25; level of theory: ωB97M-V/def2-TZVPD.

Last column: Löwdin charge in e.
Atoms and positions in Å:
O -3.893 0.274 2.393  -0.53
V -2.842 -0.450 3.408  0.82
O -3.437 -0.269 4.943  -0.57
O 3.824 -3.940 2.323  -0.01
C 2.478 -3.926 1.987  -0.85
O 1.645 -3.690 2.863  -0.03
O 2.194 -4.231 0.787  -0.10
H 4.164 -4.288 1.496  0.05
O -0.725 -2.043 -0.140  0.10
C -1.097 -2.303 1.111  -0.83
O -1.520 -1.353 1.828  -0.14
O -0.957 -3.435 1.554  0.04
H -1.115 -1.172 -0.027  0.06
C -2.279 3.377 2.241  -0.06
C -1.301 2.648 3.174  -0.38
C -1.620 2.975 4.633  -0.19
O -2.964 2.689 5.025  -0.19
C -3.215 2.403 6.329  -0.17
N -1.206 1.185 3.050  0.04
H -3.315 3.158 2.498  0.07
H -2.358 3.193 1.169  0.05
H -2.221 4.425 2.535  0.07
H -0.380 3.172 2.922  0.13
H -1.363 4.020 4.807  0.11
H -0.943 2.389 5.255  0.12
H -4.254 2.156 6.546  0.09
H -3.047 3.328 6.880  0.08
H -2.675 1.503 6.624  0.08
H -0.469 0.928 3.690  0.10
H -0.820 0.928 2.153  0.07
C -2.781 1.422 -1.285  -0.04
C -1.260 1.302 -1.581  -0.42
C -0.908 1.597 -3.089  -0.21
O -1.304 0.497 -3.836  -0.19
C -1.151 0.451 -5.256  -0.09
N -0.562 2.068 -0.626  0.04
H -3.291 2.178 -1.882  0.06
H -3.047 1.395 -0.229  0.06
H -3.263 0.563 -1.752  0.07
H -1.040 0.250 -1.399  0.12
H 0.147 1.871 -3.118  0.11
H -1.412 2.491 -3.456  0.11
H -0.121 0.624 -5.568  0.08
H -1.771 1.177 -5.783  0.07
H -1.482 -0.565 -5.474  0.09
H 0.400 1.781 -0.737  0.07
H -0.498 3.071 -0.722  0.08
C 2.342 -0.960 -3.067  -0.06
C 2.787 -2.453 -2.721  -0.41
C 4.167 -2.582 -1.931  -0.13
O 5.210 -1.926 -2.659  -0.22
C 5.518 -2.259 -3.959  -0.16
N 1.677 -2.953 -1.968  0.04
H 3.253 -0.548 -3.501  0.05
H 2.111 -0.478 -2.117  0.07
H 1.463 -1.048 -3.706  0.06
H 2.824 -2.901 -3.714  0.11
H 4.474 -3.580 -1.618  0.12
H 3.944 -2.006 -1.033  0.12
H 6.595 -2.088 -3.976  0.08
H 4.993 -1.592 -4.643  0.07
H 5.191 -3.261 -4.236  0.09
H 0.809 -2.635 -2.374  0.06
H 1.696 -2.551 -1.042  0.05

Calculated values
* multiplicity: 2
* charge: -2
* LUMO energy: 3.9873 eV
* HOMO energy: -1.4 eV
* expectation value of S²: 0.7601

***

No. 3
A cluster of 2 separate species, C4H12NO in total. Source: OMol25; level of theory: ωB97M-V/def2-TZVPD.

Last column: Löwdin charge in e.
Atoms and positions in Å:
C 0.177 0.554 -0.811  -0.12
C 0.719 -0.852 -0.972  -0.23
C 0.643 -1.980 -0.051  -0.18
C 1.654 -2.917 -0.096  0.04
N -0.868 0.633 0.334  0.16
H -0.260 0.879 -1.762  0.14
H 1.098 1.087 -0.542  0.13
H 1.737 -0.503 -1.228  0.13
H 0.292 -1.172 -1.912  0.12
H -0.118 -2.267 0.615  0.08
H 2.697 -2.779 -0.647  0.12
H 1.455 -3.991 0.053  0.07
H -0.830 -0.239 0.804  0.09
H -1.203 3.955 1.881  0.03
H -0.739 1.328 1.252  0.24
H -1.897 0.780 0.007  0.21
H -2.412 3.664 1.097  0.00
O -2.148 3.819 1.980  -0.02

Calculated values
* multiplicity: 1
* charge: +1
* LUMO energy: -4.1134 eV
* HOMO energy: -13.2 eV
* ΔE to the lowest compared entry with this formula, charge and spin: 82.03 kcal per mole

***

No. 4
A structure of composition C5H12ClIrO2Sn. Source: OMol25; level of theory: ωB97M-V/def2-TZVPD.

Last column: Löwdin charge in e.
Atoms and positions in Å:
Ir -0.481 1.056 0.718  1.23
Cl -3.393 2.362 -1.399  0.15
C -2.176 0.559 0.058  -0.53
H -2.890 0.368 0.865  0.01
H -2.177 -0.223 -0.703  -0.04
H -2.521 1.612 -0.476  -0.33
Sn 0.516 -0.729 -1.804  1.13
C 2.443 0.229 -2.196  -0.27
C -0.605 0.311 -3.385  -0.26
C 0.591 -2.806 -2.284  -0.16
H -1.176 -0.436 -3.954  0.00
H -1.279 1.028 -2.900  -0.05
H 0.111 0.830 -4.036  0.00
H 3.056 0.114 -1.295  -0.02
H 2.915 -0.260 -3.059  0.00
H 2.259 1.289 -2.407  0.00
H -0.295 -3.316 -2.697  -0.03
H 1.432 -3.438 -1.965  -0.04
O 1.341 0.304 1.034  -0.32
C 1.691 1.350 1.724  -0.42
O 0.783 2.256 1.769  -0.20
H 2.665 1.401 2.218  0.14

Calculated values
* multiplicity: 5
* LUMO energy (alpha / beta): -1.3054 / -2.0970 eV
* HOMO energy (alpha / beta): -7.5 / -8.6 eV
* expectation value of S²: 6.2279

***

Look up the multiplicity of the first one.
1